(1)
Molecular formula: C5H11O4
Method: DFT, ωB97M-V/def2-TZVPD

Positions of all 20 atoms, in Å:
O1 -3.02195 0.39503 0.40476
C1 -1.73938 0.33650 0.91307
C2 -0.91580 -0.68098 0.07808
C3 -1.62027 -1.36588 -1.04619
C4 0.58980 -0.47948 -0.35306
O2 -0.08766 -1.21334 0.93398
O3 2.09126 3.27184 0.49995
C5 1.49869 -1.66598 -0.66730
O4 2.85469 -1.33270 -0.30036
H1 -3.57511 0.85026 1.07031
H2 -1.20492 1.29019 0.76444
H3 -1.77552 0.13222 2.00370
H4 -0.88665 -1.65236 -1.81528
H5 -2.22635 -2.24033 -0.78394
H6 -2.21473 -0.53572 -1.45564
H7 1.01076 0.55039 -0.34940
H8 1.39034 2.58919 0.62712
H9 1.15191 -2.56035 -0.11445
H10 1.49930 -1.97040 -1.71656
H11 3.49146 -2.01779 -0.53740

Forces on atoms 1 to 3 (eV/Å):
-1.9 0.8 0.3
1.1 0.9 -0.9
-0.4 0.9 -1.6

* orbital gap (spin up / spin down): 10.17 / 7.54 eV
* 2S+1: 2
* ΔE to the lowest compared entry with this formula, charge and spin: 334.6 kJ/mol
* electronic energy: -13546.7004 eV



(2)
Molecular formula: C5H11O4Ru
Method: DFT, ωB97M-V/def2-TZVPD

Positions of all 21 atoms, in Å:
O1 3.97592 3.47985 1.92139
C1 4.16658 3.48912 0.63547
C2 4.02113 2.39488 -0.16014
O2 3.80480 1.17445 0.47415
C3 2.61536 0.48955 0.09701
C4 2.02770 -0.17411 1.31594
O3 1.83270 0.82063 2.30350
C5 1.06315 0.37337 3.40294
Ru1 4.01333 1.63138 2.81173
H1 4.41780 4.44207 0.14008
H2 4.28456 2.36099 -1.21859
H3 2.83611 -0.26553 -0.67288
H4 1.89098 1.20781 -0.31281
H5 2.70127 -0.95939 1.70405
H6 1.06816 -0.64461 1.04815
H7 0.99457 1.20089 4.11804
H8 0.05393 0.08699 3.06855
H9 1.54386 -0.48824 3.89581
H10 2.13829 3.40358 -0.41243
O4 1.21869 3.75061 -0.56251
H11 1.27633 4.31379 -1.33920

Forces on atoms 1 to 3 (eV/Å):
0.0 0.1 0.3
-0.1 -0.4 -1.2
0.6 0.8 -0.1

* orbital gap (spin up / spin down): 6.99 / 8.12 eV
* 2S+1: 6
* electronic energy: -16129.5910 eV



(3)
Molecular formula: C5H11O5PS
Method: DFT, ωB97M-V/def2-TZVPD

Positions of all 23 atoms, in Å:
C1 0.06355 2.40530 -0.28216
C2 2.16459 -1.86949 -0.07480
C3 1.49445 -0.63299 -0.44457
C4 -0.06549 1.21490 0.59585
C5 -2.05062 -0.94269 0.54913
O1 -4.71155 -1.27452 -0.00393
O2 -3.35190 0.53973 -1.35691
O3 -3.95284 1.03735 0.94695
O4 1.38296 -2.84507 0.63309
O5 -1.45210 -1.73649 -0.17616
P1 -3.66775 -0.17054 0.10022
S1 1.53968 0.69693 0.89234
H1 0.57674 2.03578 -1.18946
H2 0.55367 3.19680 0.24568
H3 -0.92084 2.69392 -0.54629
H4 2.97770 -1.64729 0.55966
H5 2.38781 -2.33626 -1.02888
H6 0.44698 -0.82628 -0.72668
H7 2.06919 -0.10332 -1.10532
H8 -0.70483 1.48816 1.53800
H9 -2.02724 -1.11502 1.77270
H10 0.48595 -2.37582 0.72023
H11 -3.19940 1.46505 -1.03094

Forces on atoms 1 to 3 (eV/Å):
-0.4 -1.0 -0.8
-0.5 -1.9 -0.3
-1.4 0.7 2.4

* orbital gap (spin up / spin down): 4.67 / 4.67 eV
* charge: -2
* ΔE to the lowest compared entry with this formula, charge and spin: 121.3 kJ/mol
* electronic energy: -35723.6518 eV



(4)
Molecular formula: C5H11O6PS
Method: DFT, ωB97M-V/def2-TZVPD

Positions of all 24 atoms, in Å:
O1 3.33124 -0.99298 1.70045
P1 2.69974 -0.68553 0.44105
O2 3.73535 -0.17017 -0.65018
O3 2.08479 -1.97722 -0.23862
C1 1.38856 0.55836 0.64820
C2 0.01662 0.14875 0.13963
C3 -0.82071 1.34588 -0.29852
C4 -2.01163 0.80989 -1.07759
S1 -2.76920 -0.71587 -0.48428
O4 -4.05265 -0.39935 0.01910
O5 -2.76488 -1.62013 -1.57000
O6 -1.83968 -1.37796 0.63803
C5 -0.79699 -0.57121 1.18783
H1 4.04830 0.72334 -0.41909
H2 1.78136 -1.74643 -1.13845
H3 1.39783 0.85945 1.68787
H4 1.68979 1.42091 0.06169
H5 0.09086 -0.47902 -0.74329
H6 -1.15781 1.82651 0.61322
H7 -0.24802 2.04759 -0.88904
H8 -1.67553 0.55755 -2.07394
H9 -2.80979 1.52655 -1.19781
H10 -0.15039 -1.24518 1.73574
H11 -1.16716 0.15626 1.90800

Forces on atoms 1 to 3 (eV/Å):
0.5 -0.3 1.5
0.0 -0.2 0.8
-0.2 0.9 -0.6

* orbital gap: 10.93 eV
* structure (SMILES): O=P(O)(O)C[C@@H]1CCS(=O)(=O)OC1
* ΔE to the lowest compared entry with this formula, charge and spin: 33.8 kJ/mol
* electronic energy: -37774.0688 eV



(5)
Molecular formula: C5H11OP
Method: DFT, ωB97M-V/def2-TZVPD

Positions of all 18 atoms, in Å:
C1 0.52769 0.70762 -1.67340
C2 0.39744 -1.48648 0.10588
C3 -1.77069 -0.33373 0.66117
C4 0.28713 1.15345 -0.22633
C5 -0.29173 -0.14590 0.43521
O1 2.13947 1.22248 2.02728
P1 1.17148 0.39285 2.75488
H1 -0.25786 -0.06831 -1.85208
H2 0.44942 1.66852 -2.26395
H3 1.58244 0.25313 -1.84002
H4 -0.13445 -2.24863 0.61551
H5 0.17163 -1.69334 -0.87072
H6 1.52900 -1.53626 0.17337
H7 -2.18961 0.49500 1.25488
H8 -1.99699 -1.39876 1.06867
H9 -2.26201 -0.47212 -0.38174
H10 1.13431 1.53806 0.23992
H11 -0.48666 1.95243 -0.22853

Forces on atoms 1 to 3 (eV/Å):
1.1 0.8 -0.5
1.2 2.0 1.6
-0.3 -1.6 -1.2

* orbital gap (spin up / spin down): 6.56 / 6.32 eV
* ΔE to the lowest compared entry with this formula, charge and spin: 325.6 kJ/mol
* electronic energy: -16696.2903 eV



(6)
Molecular formula: C5H11OP
Method: DFT, ωB97M-V/def2-TZVPD

Positions of all 18 atoms, in Å:
C1 0.27033 1.37269 -0.08793
C2 -0.86719 0.67710 0.66891
C3 1.73733 1.15579 0.07890
C4 -0.84319 -0.90896 0.50870
C5 -1.79893 -1.42606 -0.55324
O1 2.22534 -0.06723 -0.57892
P1 0.85133 -1.09575 0.04754
H1 0.11033 0.97340 -1.16551
H2 0.13851 2.46348 -0.14390
H3 -0.69018 0.98648 1.75686
H4 -1.82353 1.01595 0.40317
H5 2.22009 1.90427 -0.57938
H6 2.05998 1.14316 1.14450
H7 -1.58220 -2.41058 -0.74982
H8 -1.81669 -0.80486 -1.33922
H9 -2.80132 -1.54290 -0.19719
H10 1.29986 -2.38417 -0.48011
H11 1.31012 -1.05183 1.26666

Forces on atoms 1 to 3 (eV/Å):
-2.2 0.4 -3.2
2.3 -0.9 3.1
1.9 -0.2 -0.6

* orbital gap: 8.42 eV
* ΔE to the lowest compared entry with this formula, charge and spin: 429.8 kJ/mol
* electronic energy: -16695.2098 eV



(7)
Molecular formula: C5H11OP
Method: DFT, ωB97M-V/def2-TZVPD

Positions of all 18 atoms, in Å:
C1 -2.85420 0.14448 -0.55501
C2 -2.05136 0.50346 0.41487
C3 2.24308 0.47089 0.33201
C4 0.35608 -1.24905 -0.06840
C5 0.70588 0.03978 0.54221
O1 2.75620 0.96476 -0.87870
P1 -0.48817 1.42128 0.32932
H1 -3.83032 -0.40811 -0.47298
H2 -2.41052 0.02615 -1.55244
H3 -2.41660 0.37629 1.45944
H4 2.85440 -0.41726 0.60171
H5 2.51153 1.80126 -1.00890
H6 2.44839 1.08715 1.18319
H7 0.34452 -2.14024 0.66284
H8 0.96778 -1.42960 -0.96648
H9 -0.64346 -1.18897 -0.47432
H10 0.73826 -0.07357 1.67336
H11 -0.73923 1.42592 -1.03464

Forces on atoms 1 to 3 (eV/Å):
-0.5 -2.0 -1.7
-0.7 0.5 3.1
-0.5 -1.4 1.1

* orbital gap: 10.10 eV
* structure (SMILES): C=CP[C@@H](C)CO
* ΔE to the lowest compared entry with this formula, charge and spin: 245.8 kJ/mol
* electronic energy: -16697.1166 eV



(8)
Molecular formula: C5H11OS
Method: DFT, ωB97M-V/def2-TZVPD

Positions of all 18 atoms, in Å:
C1 -0.61759 2.15531 0.52499
O1 -1.03067 1.58072 -0.63141
C2 -0.78793 1.20413 1.71819
C3 -0.02673 -0.12497 1.68906
C4 -0.29758 -1.05253 0.49616
S1 1.08829 -1.32823 -0.64496
C5 0.30799 -0.91216 -2.23430
H1 -1.19027 3.06739 0.76747
H2 0.45067 2.39739 0.48665
H3 -1.83996 1.02777 1.89107
H4 -0.40447 1.75719 2.57560
H5 1.03651 0.13576 1.68641
H6 -0.29551 -0.65624 2.59013
H7 -1.12420 -0.70957 -0.09205
H8 -0.65282 -2.03346 0.83520
H9 -0.57805 -1.55089 -2.31388
H10 0.97776 -1.12909 -3.06572
H11 0.04692 0.11652 -2.26283

Forces on atoms 1 to 3 (eV/Å):
0.6 0.4 0.1
-0.3 -0.1 -0.1
0.0 -0.5 0.3

* orbital gap (spin up / spin down): 9.32 / 6.74 eV
* 2S+1: 2
* ΔE to the lowest compared entry with this formula, charge and spin: 49.7 kJ/mol
* electronic energy: -18243.6104 eV



(9)
Molecular formula: C5H11P
Method: DFT, ωB97M-V/def2-TZVPD

Positions of all 17 atoms, in Å:
C1 -1.11120 -0.32298 -0.18443
C2 -1.34783 0.51081 0.81846
C3 -2.08944 -1.00390 -1.11708
C4 0.99464 -2.08531 0.67523
C5 1.87353 0.69436 0.40490
P1 1.00702 -0.71624 -0.57986
H1 -2.29836 0.93637 0.95378
H2 -0.54763 0.81713 1.46883
H3 -2.37593 -0.33672 -1.98466
H4 -3.08392 -1.42838 -0.71062
H5 -1.52079 -1.86975 -1.57843
H6 1.96126 -2.41002 1.06272
H7 0.29933 -1.62207 1.42769
H8 0.47866 -3.01638 0.21105
H9 1.74013 1.61775 -0.11915
H10 1.40121 0.78552 1.38323
H11 2.96690 0.44541 0.41373

Forces on atoms 1 to 3 (eV/Å):
2.3 -0.2 -0.3
0.9 -0.7 -0.9
-0.3 -0.7 -1.2

* orbital gap: 9.60 eV
* structure (SMILES): C=C(C)P(C)C
* ΔE to the lowest compared entry with this formula, charge and spin: 121.0 kJ/mol
* electronic energy: -14650.0683 eV



(10)
Molecular formula: C5H11P
Method: DFT, ωB97M-V/def2-TZVPD

Positions of all 17 atoms, in Å:
C1 1.49129 -0.69807 -0.01797
C2 0.76383 0.39183 0.67503
C3 0.37027 -1.43392 -0.77970
C4 -0.41534 0.95279 -0.13155
C5 -1.62406 0.80796 0.76983
P1 -0.77222 -0.17890 -1.64708
H1 2.14741 -0.49853 -0.87181
H2 1.92091 -1.31185 0.69537
H3 0.29078 0.06059 1.51717
H4 1.33185 1.17962 1.04106
H5 0.70569 -2.15686 -1.44924
H6 -0.31719 -1.74103 -0.05400
H7 -0.40458 2.03958 -0.43663
H8 -1.89815 -0.22471 0.77718
H9 -2.47932 1.34993 0.39870
H10 -1.54361 1.16451 1.80936
H11 0.43244 0.29704 -2.29572

Forces on atoms 1 to 3 (eV/Å):
-1.6 0.0 -2.9
0.0 1.5 -2.4
-0.8 1.9 0.5

* orbital gap: 10.68 eV
* structure (SMILES): C[C@H]1CCCP1
* ΔE to the lowest compared entry with this formula, charge and spin: 47.3 kJ/mol
* electronic energy: -14650.8326 eV



(11)
Molecular formula: C5H11PS
Method: DFT, ωB97M-V/def2-TZVPD

Positions of all 18 atoms, in Å:
C1 1.47446 -0.48837 -0.87091
C2 0.56187 0.48850 -1.52240
C3 1.22074 -0.38817 0.56098
C4 -0.77081 0.59444 -0.76263
C5 -1.51336 -0.90768 1.52444
P1 -0.36153 0.42201 1.00121
S1 -1.24367 3.66311 1.76324
H1 1.26063 -1.49036 -1.30057
H2 2.57326 -0.33783 -1.11516
H3 1.00222 1.54567 -1.71562
H4 0.51642 0.17216 -2.58548
H5 1.13977 -1.32092 1.02055
H6 2.03161 0.13539 1.15799
H7 -1.22453 1.51519 -0.69100
H8 -1.48344 -0.19851 -1.23054
H9 -1.43399 -1.81394 0.87273
H10 -1.24498 -1.15621 2.61175
H11 -2.50467 -0.43448 1.28140

Forces on atoms 1 to 3 (eV/Å):
1.7 -0.6 -1.5
0.3 2.9 -2.8
1.5 1.0 3.4

* orbital gap (spin up / spin down): 9.47 / 6.85 eV
* 2S+1: 3
* ΔE to the lowest compared entry with this formula, charge and spin: 24.5 kJ/mol
* electronic energy: -25483.8441 eV



(12)
Molecular formula: C5H12
Method: DFT, ωB97M-V/def2-TZVPD

Positions of all 17 atoms, in Å:
C1 -1.54438 0.60669 1.84436
C2 -0.39528 -0.30224 1.42390
C3 1.16457 0.49890 -0.96753
C4 -0.09082 0.58983 -1.75295
C5 1.78123 -0.84959 -1.03589
H1 -2.04514 1.03906 0.97018
H2 -2.29781 0.06285 2.42374
H3 -1.18061 1.43653 2.45908
H4 -0.72516 -1.07016 0.71252
H5 0.06003 -0.81311 2.27982
H6 0.39619 0.29487 0.94698
H7 0.25671 1.03900 -2.70075
H8 -0.61906 -0.34860 -1.99505
H9 -0.78829 1.32586 -1.33659
H10 1.13331 -1.69854 -1.31431
H11 2.54216 -0.72655 -1.82685
H12 2.35236 -1.08480 -0.13065

Forces on atoms 1 to 3 (eV/Å):
-0.1 0.0 0.0
0.0 -0.1 0.0
-0.1 -0.3 -0.3

* orbital gap: 8.62 eV
* ΔE to the lowest compared entry with this formula, charge and spin: 386.3 kJ/mol
* electronic energy: -5375.9362 eV